C4H8N2O | ωB97M-V/def2-TZVPD

Computed properties:
frontier orbital gap: 9.0 eV
HOMO level: -8.41 eV
relative energy (zero: lowest compared OMol25 entry of this formula, charge and spin): 162.1 kcal/mol
total energy: -341.74525 Eh

```
15
Properties=species:S:1:pos:R:3:forces:R:3:mulliken_charge:R:1
N 1.313 0.047 -1.265 0.07 0.04 0.02 -0.2904
C 1.731 -0.149 0.003 0.11 -0.06 0.05 0.4354
O 2.870 0.008 0.402 -0.35 -0.02 -0.15 -0.6199
C 0.672 -0.673 0.987 0.05 -0.01 0.10 -0.3267
N -0.701 -0.443 0.589 -0.15 0.27 0.01 0.0976
C -1.604 0.453 0.699 0.18 -0.15 0.07 -0.0365
C -1.567 -0.391 -0.603 -0.14 -0.27 -0.12 -0.9272
H 1.987 0.411 -1.921 -0.08 -0.04 0.08 0.2220
H 0.329 -0.035 -1.525 0.12 0.02 0.10 0.2897
H 0.825 -1.750 1.102 0.01 0.15 -0.04 0.2048
H 0.848 -0.191 1.951 -0.01 -0.05 -0.13 0.2901
H -2.061 1.031 1.490 0.08 -0.06 -0.13 0.3961
H -1.137 1.786 -0.340 0.00 -0.02 -0.02 0.0659
H -2.226 -1.269 -0.611 0.08 0.14 0.03 0.1850
H -1.280 1.165 -0.958 0.02 0.07 0.12 0.0140
```
Positions in Å, forces in eV/Å.